ORCA calculation (ωB97M-V with the def2-TZVPD basis set) on C32H31I2N5O2RhS4Si as an isolated structure.

Each line ends with the Löwdin spin population.
Positions of all 78 atoms, in Å:
1 Rh -0.9530 2.6818 -1.3866  1.3707
2 N -0.9906 1.8542 -5.6485  0.1016
3 C -0.8018 2.0923 -4.3255  0.1424
4 S -1.8175 3.2383 -3.5295  0.2308
5 N 0.2048 1.4262 -3.7644  0.1417
6 N 0.3674 1.7067 -2.4897  0.4431
7 C 1.5252 1.0941 -1.8605  0.0252
8 C 2.4015 2.2059 -1.3630  0.0218
9 C 3.7612 2.2053 -1.6472  0.0049
10 C 4.5994 3.1947 -1.1604  0.0132
11 C 4.0486 4.2115 -0.3857  0.0052
12 C 2.6923 4.2468 -0.1166  0.0132
13 C 1.8375 3.2471 -0.5990  0.0126
14 O 0.5472 3.3412 -0.2814  0.1593
15 H -1.8907 2.0934 -6.0276  0.0082
16 H -0.5386 1.0366 -6.0248  0.0025
17 H 2.0339 0.4881 -2.6121  -0.0005
18 H 4.1656 1.4041 -2.2579  -0.0001
19 H 5.6587 3.1773 -1.3815  0.0008
20 H 4.6860 4.9982 0.0014  0.0001
21 H 2.2461 5.0464 0.4623  0.0004
22 C 4.2403 -1.1548 -0.0573  0.0000
23 C 2.9550 -1.1873 0.7814  0.0006
24 C 2.9246 0.0954 1.6299  0.0000
25 C 2.9933 -2.4067 1.7168  0.0002
26 Si 1.4124 -1.2362 -0.3240  0.0015
27 O 1.0368 0.3085 -0.8032  0.0172
28 C 1.6055 -2.3007 -1.8600  0.0000
29 C 0.8865 -1.9708 -3.0145  -0.0002
30 C 0.9347 -2.7722 -4.1486  0.0000
31 C 1.6972 -3.9314 -4.1486  0.0000
32 C 2.4025 -4.2900 -3.0071  0.0000
33 C 2.3542 -3.4822 -1.8788  0.0000
34 C -0.0566 -1.8853 0.6228  0.0007
35 C -0.4451 -1.3253 1.8437  0.0002
36 C -1.5830 -1.7580 2.5051  0.0003
37 C -2.3665 -2.7630 1.9518  0.0001
38 C -2.0036 -3.3292 0.7400  0.0004
39 C -0.8590 -2.8947 0.0857  0.0009
40 H 5.1076 -1.1026 0.6126  0.0000
41 H 4.2760 -0.2748 -0.7001  0.0000
42 H 4.3586 -2.0370 -0.6877  0.0000
43 H 3.8206 0.1288 2.2614  0.0000
44 H 2.0568 0.1411 2.2894  0.0000
45 H 2.9137 0.9941 1.0111  0.0000
46 H 3.9100 -2.3765 2.3186  0.0000
47 H 2.9873 -3.3575 1.1755  0.0000
48 H 2.1421 -2.4200 2.3991  0.0000
49 H 0.2617 -1.0825 -3.0300  0.0000
50 H 0.3708 -2.4921 -5.0302  0.0000
51 H 1.7373 -4.5574 -5.0318  0.0000
52 H 2.9891 -5.2005 -2.9944  0.0000
53 H 2.9037 -3.7911 -0.9971  0.0000
54 H 0.1224 -0.5086 2.2729  0.0000
55 H -1.8723 -1.2945 3.4389  0.0000
56 H -3.2665 -3.0903 2.4562  0.0000
57 H -2.6218 -4.0991 0.2944  0.0000
58 H -0.5940 -3.3455 -0.8640  0.0000
59 I -2.7472 4.0183 -0.0048  0.3131
60 I -1.0419 6.7650 -0.2068  0.6595
61 S -7.0346 -0.6130 1.3725  0.0034
62 C -5.5009 -0.1745 0.9027  0.0035
63 S -4.9164 -0.3044 -0.7201  0.0139
64 C -3.3718 0.3916 -0.2638  0.0374
65 N -3.3121 0.7013 0.9825  0.0344
66 N -4.4941 0.3727 1.6243  0.0053
67 C -4.5087 0.6766 3.0195  0.0003
68 C -3.9651 1.8875 3.4215  0.0016
69 C -3.9261 2.1997 4.7717  0.0001
70 C -4.4268 1.3083 5.7114  0.0003
71 C -4.9566 0.0937 5.2942  0.0000
72 C -4.9954 -0.2316 3.9460  0.0003
73 S -2.1151 0.4941 -1.4459  0.2048
74 H -3.5611 2.5622 2.6755  0.0029
75 H -3.4995 3.1436 5.0862  0.0000
76 H -4.3998 1.5558 6.7654  0.0000
77 H -5.3397 -0.6112 6.0214  0.0000
78 H -5.4024 -1.1763 3.6149  0.0000

Force components x, y, z for each atom (eV/Å):
Rh -0.2 -0.4 -0.2
N -0.2 0.0 0.0
C 0.1 -0.1 -0.1
S 0.2 0.1 0.0
N -0.2 0.3 0.0
N 0.0 -0.4 -0.3
C -0.1 0.2 0.2
C 0.0 0.0 0.1
C 0.0 0.0 0.0
C 0.0 0.0 0.0
C 0.0 0.0 0.0
C 0.1 0.0 0.0
C -0.2 0.0 0.0
O 0.1 -0.1 0.0
H 0.0 0.0 0.0
H 0.0 0.0 0.0
H 0.1 0.0 -0.1
H 0.0 0.0 0.0
H 0.0 0.0 0.0
H 0.0 0.0 0.0
H 0.0 0.0 0.0
C 0.0 0.0 0.1
C 0.1 -0.1 0.0
C 0.0 0.0 0.0
C 0.0 0.0 0.0
Si 0.0 0.2 0.0
O 0.2 -0.3 0.1
C 0.0 -0.1 -0.1
C 0.0 0.0 0.0
C 0.0 0.0 0.0
C 0.0 0.0 0.0
C 0.0 0.0 0.0
C 0.0 0.0 -0.1
C -0.2 0.1 0.0
C -0.1 0.1 0.0
C 0.0 -0.1 0.0
C 0.0 0.1 0.0
C 0.0 0.0 0.0
C 0.1 0.0 0.0
H 0.0 0.0 0.0
H 0.0 0.0 0.0
H 0.0 0.0 0.0
H 0.0 0.0 0.0
H 0.0 0.0 0.0
H 0.0 0.0 0.0
H 0.0 0.0 0.0
H 0.0 0.0 0.0
H 0.0 0.0 0.0
H 0.1 0.0 0.0
H 0.0 0.0 0.0
H 0.0 0.0 0.0
H 0.0 0.0 0.0
H 0.0 0.0 0.0
H 0.0 0.0 0.0
H 0.0 0.0 0.0
H 0.0 0.0 0.0
H 0.0 0.0 0.0
H 0.0 0.0 0.0
I -0.1 0.2 0.2
I 0.0 0.0 0.0
S 0.1 0.0 0.1
C 0.1 0.1 0.0
S 0.1 0.0 -0.2
C -0.2 -0.2 -0.1
N -0.1 -0.1 0.0
N 0.2 0.0 0.2
C 0.0 0.0 -0.1
C 0.1 0.1 0.0
C 0.0 0.0 0.0
C 0.0 0.0 0.0
C 0.0 0.0 0.0
C 0.0 -0.1 0.0
S 0.2 0.3 0.2
H 0.0 0.0 0.1
H 0.0 0.0 0.0
H 0.0 0.0 0.0
H 0.0 0.0 0.0
H 0.0 0.0 0.0

Its charge is -1. The value obtained for the HOMO energy (alpha / beta) is -0.18205 / -0.19597 Eh. The expectation value of S² is 6.0216. The calculation puts the orbital gap (alpha / beta) at 0.254 / 0.220 Eh. The value obtained for the energy above the lowest of the compared OMol25 structures with the same formula, charge and spin is 0.0 kcal per mole. The spin multiplicity is 5.